# 1
Entry from the Open Molecules 2025 dataset: C19H53N7O6P3S3 as an isolated structure (the ωB97M-V functional and the def2-TZVPD basis).

Each line ends with the Mulliken charge.
Atoms and positions in Å:
C -5.37 -7.88 1.21  -0.9479
C -3.97 -7.32 0.84  -0.6656
P -4.18 -5.93 -0.35  -0.0998
C -2.63 -5.67 -1.30  -0.6403
C -1.52 -4.77 -0.72  -0.8115
S -4.83 -4.21 0.80  0.9154
O -6.03 -3.80 0.10  -0.6900
O -5.06 -4.75 2.13  -0.6127
N -3.73 -3.07 0.69  -0.2417
S -3.13 -2.42 2.02  0.9499
O -4.10 -1.74 2.86  -0.7030
O -2.24 -3.31 2.74  -0.6586
C -2.14 -1.09 1.32  -0.5238
C -1.02 -0.70 2.29  -0.5717
C 0.38 -1.36 2.14  -0.2497
S 0.51 -2.83 1.10  -0.2445
H -5.55 -7.79 2.28  0.2635
H -6.15 -7.29 0.73  0.2727
H -5.50 -8.90 0.87  0.3304
H -3.50 -6.99 1.77  0.3826
H -3.37 -8.11 0.38  0.4361
H -2.22 -6.68 -1.42  0.3365
H -2.92 -5.36 -2.31  0.3290
H -0.52 -5.08 -1.03  0.4428
H -1.59 -4.68 0.37  0.1777
H -1.66 -3.75 -1.08  0.2337
H -1.82 -1.31 0.30  -0.0161
H -2.84 -0.26 1.26  0.4195
H -1.39 -0.90 3.30  0.5974
H -0.87 0.38 2.23  0.1712
H 1.12 -0.63 1.82  -0.0651
H 0.68 -1.68 3.13  0.5076
H 0.66 -2.22 -0.08  0.0650
O 1.84 2.24 1.82  -0.5861
P 2.85 3.12 2.45  0.3652
N 1.88 4.31 3.19  0.1908
C 2.12 5.73 3.19  -0.9274
C 0.78 3.83 4.02  -0.8036
N 3.72 3.74 1.14  0.3123
C 4.18 5.11 1.02  -1.0052
C 3.40 3.18 -0.17  -1.3457
N 4.16 3.22 3.53  0.0309
C 5.25 2.26 3.21  -1.0590
C 3.83 3.04 4.96  -1.0300
H 3.13 6.00 3.50  0.3206
H 1.44 6.22 3.89  0.3873
H 1.93 6.18 2.21  0.2183
H 1.10 3.53 5.03  0.2948
H 0.30 2.97 3.56  0.0139
H 0.03 4.61 4.14  0.4564
H 3.40 5.79 0.66  0.2990
H 5.01 5.15 0.30  0.3248
H 4.58 5.48 1.96  0.2942
H 2.48 3.59 -0.60  0.4502
H 3.29 2.10 -0.12  0.2312
H 4.23 3.39 -0.86  0.4494
H 4.93 1.22 3.33  0.3392
H 6.09 2.44 3.87  0.4091
H 5.58 2.41 2.18  0.3103
H 3.28 2.11 5.16  0.3476
H 3.24 3.88 5.32  0.2817
H 4.75 3.02 5.53  0.3920
O -1.90 1.15 -2.33  -0.8896
P -0.78 1.03 -3.28  0.4530
N -1.23 -0.17 -4.39  0.2911
C -0.36 -1.20 -4.93  -0.9120
C -2.56 -0.06 -4.96  -1.1162
N 0.53 0.55 -2.33  0.4814
C 1.59 -0.34 -2.75  -1.1328
C 0.29 0.42 -0.89  -0.3170
N 0.17 2.02 -4.29  0.1167
C 0.68 3.22 -3.59  -1.0372
C -0.49 2.46 -5.53  -1.0598
H 0.57 -0.80 -5.33  0.3081
H -0.87 -1.70 -5.75  0.4233
H -0.12 -1.96 -4.18  0.1681
H -2.62 0.66 -5.78  0.3071
H -3.28 0.23 -4.20  0.3032
H -2.88 -1.03 -5.35  0.4663
H 1.31 -1.40 -2.66  0.2726
H 2.47 -0.18 -2.12  0.2678
H 1.90 -0.13 -3.77  0.3745
H -0.21 -0.52 -0.64  -0.4784
H -0.32 1.24 -0.52  0.3860
H 1.24 0.46 -0.36  0.2303
H -0.13 3.90 -3.29  0.3272
H 1.36 3.75 -4.26  0.4642
H 1.23 2.92 -2.71  0.2122
H -1.45 2.96 -5.37  0.3651
H -0.64 1.62 -6.20  0.2953
H 0.17 3.16 -6.05  0.3779

The net charge is -1. The calculation puts the max |F| at 4.91 eV Å⁻¹. The energy above the lowest of the compared OMol25 structures with the same formula, charge and spin comes out at 0.000 eV. The value obtained for the total energy is -103651.8155 eV. Its LUMO energy is 0.06963 hartree.

# 2
Entry from the Open Molecules 2025 dataset: C19H54CuO21 as an isolated structure (the ωB97M-V functional and the def2-TZVPD basis).

Each line ends with the Mulliken charge.
Atoms and positions in Å:
Cu -1.20 0.38 0.65  0.4933
C 0.74 -1.91 -0.18  -0.1550
O 1.21 -2.80 0.50  -0.8572
O 0.74 -0.74 0.28  1.2103
O 0.44 -2.21 -1.35  -0.9482
C 2.82 -1.17 -3.85  -0.5468
C 3.80 -0.13 -4.36  -0.3266
O 5.20 -0.35 -4.06  -0.5908
O 2.77 -1.23 -2.43  -0.1815
H 3.22 -2.15 -4.11  0.3506
H 1.85 -1.07 -4.35  0.3639
H 3.57 0.76 -3.76  0.1496
H 3.57 0.05 -5.41  0.3667
H 5.16 -0.79 -3.21  0.3438
H 1.84 -1.15 -2.23  -0.0325
C -0.19 3.33 -1.51  -0.2983
C -0.36 4.84 -0.99  -0.5043
O -1.69 5.22 -1.27  -0.5713
O -1.20 2.74 -0.59  -0.2721
H 0.85 3.02 -1.47  0.3644
H -0.69 3.16 -2.47  0.2807
H 0.44 5.39 -1.48  0.2962
H -0.25 4.98 0.09  0.2843
H -2.06 5.69 -0.52  0.3368
H -1.91 3.35 -0.40  0.2133
C -3.80 -5.05 -1.69  -0.8349
C -2.48 -4.98 -0.98  0.3819
O -1.52 -5.69 -1.74  -0.5069
O -4.55 -6.20 -1.60  -0.5559
H -3.59 -4.64 -2.68  0.5142
H -4.49 -4.32 -1.26  0.1573
H -2.71 -5.51 -0.05  0.3245
H -2.07 -4.02 -0.68  -0.1556
H -2.09 -5.87 -2.49  0.3598
H -4.19 -6.78 -2.26  0.3558
C -5.92 0.63 0.94  -0.4827
C -4.89 -0.49 1.32  0.2852
O -4.99 -1.53 0.39  -0.4430
O -7.07 0.30 0.06  -0.5539
H -5.30 1.39 0.45  0.2314
H -6.20 0.98 1.93  0.3355
H -5.25 -0.89 2.27  0.4823
H -3.90 -0.03 1.34  -0.3697
H -4.82 -2.34 0.88  0.2397
H -7.03 -0.65 -0.07  0.3137
C 2.18 -1.19 4.85  -0.2262
C 1.95 -2.22 3.72  -0.1896
O 0.73 -1.96 3.05  -0.5384
O 0.98 -1.04 5.51  -0.5863
H 2.50 -0.20 4.52  0.0290
H 2.91 -1.33 5.65  0.3692
H 1.87 -3.25 4.05  0.3153
H 2.67 -2.14 2.91  0.2368
H 0.82 -2.15 2.11  0.0636
H 0.31 -1.49 4.99  0.3359
C 4.39 -0.05 0.41  0.0805
C 3.71 0.92 1.38  -0.5476
O 2.45 1.44 0.84  -0.2797
O 3.80 -1.33 0.62  -0.4813
H 5.43 -0.06 0.73  0.4175
H 4.27 0.23 -0.64  0.0255
H 4.39 1.77 1.43  0.4721
H 3.65 0.52 2.40  -0.1227
H 1.90 0.68 0.63  -0.0824
H 2.93 -1.21 1.01  -0.1095
C -1.58 0.30 3.88  -0.6318
C -0.35 1.15 3.41  0.1135
O -0.66 1.98 2.35  -0.4419
O -1.86 -0.60 2.76  -0.4197
H -2.46 0.88 4.16  0.3777
H -1.36 -0.38 4.71  0.2673
H 0.42 0.49 3.01  -0.1200
H 0.01 1.68 4.30  0.4487
H 0.04 2.49 1.95  0.2152
H -1.11 -1.18 2.86  0.2878
C 4.09 4.27 -0.81  -0.0800
C 4.42 5.61 -0.10  -0.4325
O 3.76 5.63 1.13  -0.5035
O 2.69 4.23 -0.98  -0.3629
H 4.41 3.41 -0.21  -0.1861
H 4.66 4.04 -1.71  0.3545
H 4.15 6.45 -0.75  0.3169
H 5.48 5.75 0.11  0.3194
H 3.20 6.41 1.13  0.2942
H 2.31 3.79 -0.22  0.1637
C -2.68 -1.40 -3.59  -0.5718
C -3.29 -1.09 -2.15  -0.0053
O -2.26 -0.68 -1.25  -0.0588
O -1.82 -2.53 -3.38  -0.4922
H -1.97 -0.66 -3.98  0.2417
H -3.29 -1.70 -4.44  0.3134
H -3.89 -1.91 -1.76  -0.0469
H -3.96 -0.27 -2.41  0.2967
H -1.58 -1.33 -1.07  0.0444
H -1.16 -2.28 -2.74  0.2687

The net charge is -1. The calculation puts the max |F| at 5.59 eV Å⁻¹. The energy above the lowest of the compared OMol25 structures with the same formula, charge and spin comes out at 4.800 eV. The value obtained for the total energy is -108210.4084 eV. Its LUMO energy is 0.06849 hartree.

# 3
Entry from the Open Molecules 2025 dataset: a 7-piece molecular cluster, C19H54N3O11P2S6 overall (the ωB97M-V functional and the def2-TZVPD basis).

Each line ends with the Mulliken charge.
Atoms and positions in Å:
C 1.05 1.80 -1.98  -0.3900
C -0.13 0.65 -2.28  -0.2622
O -1.42 1.19 -1.84  -0.2601
C -1.97 2.18 -2.79  -0.4339
C -2.94 1.46 -3.95  -0.5231
N -2.92 -0.06 -3.88  -0.2781
C -3.92 -0.59 -2.84  -0.0572
N -4.40 0.30 -1.72  0.0235
C -5.79 0.86 -1.96  -0.2379
C -6.62 0.66 -0.53  -0.0520
O -7.17 -0.49 -0.12  -0.4265
N -4.32 -1.90 -3.01  -0.2607
P -5.51 -2.70 -1.95  -0.0076
P -4.67 -3.31 -0.03  0.8778
O -5.91 -3.43 0.99  -0.5761
O -3.57 -2.16 0.68  -0.4420
O -3.89 -4.89 -0.25  -0.4383
H 1.47 2.09 -3.05  0.2283
H 1.86 1.31 -1.28  -0.0733
H 0.57 2.78 -1.52  0.2012
H -0.20 0.46 -3.44  0.2167
H 0.15 -0.39 -1.78  0.2254
H -2.72 2.85 -2.16  0.2181
H -1.16 2.84 -3.32  0.3571
H -2.46 1.79 -4.99  0.4080
H -4.03 1.89 -3.95  0.2459
H -3.09 -0.49 -4.82  0.3366
H -4.41 -0.18 -0.79  0.3401
H -5.67 2.03 -2.11  0.3339
H -6.34 0.42 -2.89  0.2997
H -6.69 1.60 0.19  0.2532
H -3.93 -2.47 -3.81  0.3070
H -5.84 -3.95 -2.63  0.1380
H -2.90 -1.82 0.02  0.2803
H -3.07 -4.67 -0.79  0.3115
C -1.72 -7.79 0.51  -0.9413
S -1.18 -6.31 1.40  0.6294
O -0.51 -5.41 0.41  -0.6261
C 0.12 -7.14 2.35  -0.9665
H -2.52 -7.50 -0.18  0.2758
H -0.89 -8.21 -0.06  0.3215
H -2.11 -8.52 1.22  0.3632
H 0.84 -7.60 1.68  0.3016
H -0.33 -7.89 3.00  0.3681
H 0.63 -6.39 2.97  0.3020
C 0.76 -0.91 3.77  -0.9839
S -0.22 -1.35 2.31  0.6267
O -0.64 -0.07 1.65  -0.6496
C -1.65 -1.98 3.23  -0.6499
H 1.69 -0.45 3.43  0.2928
H 0.21 -0.19 4.38  0.3410
H 0.98 -1.81 4.34  0.3403
H -2.05 -1.20 3.88  0.3335
H -1.35 -2.85 3.82  0.3745
H -2.42 -2.28 2.51  -0.0064
C 5.96 3.34 -0.72  -1.0635
S 4.42 2.43 -0.42  0.7675
O 3.87 2.02 -1.76  -0.6303
C 3.46 3.86 0.14  -1.1086
H 6.70 2.65 -1.12  0.2187
H 5.79 4.14 -1.44  0.3652
H 6.32 3.76 0.22  0.3936
H 3.44 4.63 -0.63  0.3585
H 3.91 4.26 1.06  0.4203
H 2.44 3.53 0.35  0.2622
C -7.11 6.53 1.84  -0.9480
S -6.76 4.75 1.76  0.5138
O -6.46 4.42 0.33  -0.5923
C -8.46 4.22 2.09  -0.9216
H -6.18 7.07 1.62  0.3118
H -7.86 6.80 1.10  0.3131
H -7.45 6.79 2.84  0.3789
H -9.14 4.63 1.34  0.3100
H -8.76 4.55 3.09  0.3692
H -8.49 3.13 2.05  0.2956
C 5.43 -1.20 0.05  -0.9757
S 4.18 -1.04 1.34  0.7030
O 4.45 0.24 2.08  -0.5956
C 4.80 -2.39 2.38  -0.9883
H 5.26 -0.42 -0.69  0.2860
H 6.43 -1.08 0.48  0.2338
H 5.34 -2.17 -0.43  0.4091
H 5.83 -2.20 2.66  0.3105
H 4.73 -3.33 1.83  0.3565
H 4.18 -2.45 3.27  0.2953
C 11.58 2.64 -0.40  -0.9596
S 10.03 2.16 -1.19  0.4726
O 9.03 3.26 -0.94  -0.5717
C 9.64 0.81 -0.04  -0.7611
H 11.99 3.50 -0.93  0.3315
H 11.40 2.92 0.65  0.3037
H 12.29 1.82 -0.45  0.3693
H 9.58 1.20 0.98  0.3290
H 10.41 0.05 -0.10  0.4156
H 8.68 0.38 -0.32  0.0918

The net charge is +1. The calculation puts the max |F| at 8.33 eV Å⁻¹. The value obtained for the total energy is -131144.1350 eV. Its LUMO energy is -0.14917 hartree.

# 4
Entry from the Open Molecules 2025 dataset: a 8-piece molecular cluster, C19H54O13 overall (the ωB97M-V functional and the def2-TZVPD basis).

Each line ends with the Mulliken charge.
Atoms and positions in Å:
C -23.23 31.70 15.50  -0.9668
C -22.28 32.56 14.68  0.6043
C -21.46 31.88 13.68  -1.4971
O -23.02 33.59 14.13  -0.6076
H -22.95 30.83 16.14  0.3890
H -23.83 31.09 14.73  -0.1009
H -23.98 32.21 16.09  0.3457
H -21.75 33.11 15.51  0.3539
H -20.85 31.23 14.08  0.5030
H -20.76 32.54 13.35  0.4344
H -22.19 31.52 12.86  0.1881
H -22.52 34.51 14.37  0.3251
C -26.42 30.82 3.94  -1.3810
C -26.70 29.62 4.94  0.4543
C -26.94 30.06 6.38  -1.0343
O -27.86 28.87 4.52  -0.5848
H -25.74 31.47 4.47  0.3258
H -27.30 31.43 3.74  0.3463
H -26.06 30.51 3.01  0.4472
H -25.92 28.82 4.84  0.2363
H -27.84 30.66 6.44  0.2427
H -26.10 30.44 6.71  0.6553
H -27.18 29.08 7.09  -0.0015
H -27.79 28.67 3.49  0.3190
C -31.72 29.64 9.57  -1.4682
C -30.67 30.72 8.95  0.3350
C -30.40 31.95 9.94  -1.1321
O -29.43 30.21 8.66  -0.5402
H -31.70 28.78 9.16  0.5643
H -32.60 30.27 9.34  0.3722
H -31.61 29.30 10.61  0.2880
H -31.15 31.22 7.97  0.2958
H -31.33 32.51 10.13  0.4586
H -29.49 32.56 9.64  0.3102
H -30.10 31.61 10.97  0.1895
H -29.54 29.79 7.76  0.2438
O -24.93 26.12 13.00  -0.5932
C -26.24 25.57 13.05  0.8190
C -26.29 24.07 13.17  -0.5802
O -27.65 23.54 13.21  -0.5794
H -24.34 25.84 13.90  0.3408
H -26.78 26.06 13.75  -0.6100
H -26.84 25.85 12.23  0.3664
H -25.80 23.82 14.11  0.3332
H -25.79 23.50 12.39  0.2627
H -28.14 23.67 14.18  0.3213
O -26.52 30.57 13.92  -0.4330
C -26.41 29.85 12.60  0.3520
C -27.36 30.40 11.57  -0.8081
O -27.25 29.81 10.32  -0.6021
H -26.19 31.61 13.71  0.2505
H -25.32 29.97 12.27  0.0940
H -26.66 28.70 12.64  -0.2058
H -27.23 31.38 11.61  0.5438
H -28.41 30.15 11.78  0.1752
H -28.09 30.04 9.74  0.4842
O -24.45 25.08 8.25  -0.4977
C -25.86 25.33 8.48  -0.7743
C -25.87 26.76 9.09  -0.1194
O -27.17 27.05 9.45  -0.5093
H -24.36 24.63 9.00  0.3043
H -26.38 25.18 7.56  0.3376
H -26.28 24.62 9.12  0.3718
H -25.63 27.36 8.51  0.6570
H -25.27 26.72 10.16  -0.0149
H -27.20 27.92 9.70  0.3769
O -27.22 29.66 16.48  -0.5777
C -28.50 29.17 16.20  -0.1232
C -28.28 27.69 15.95  -0.1303
O -29.63 27.02 15.89  -0.5688
H -26.83 29.96 15.60  0.4382
H -29.09 29.50 17.15  0.2532
H -28.81 29.73 15.31  0.1551
H -27.78 27.17 16.68  0.3938
H -27.69 27.51 15.10  -0.1625
H -29.95 27.08 16.74  0.3106
O -25.46 33.11 13.23  -0.4759
C -26.19 34.43 13.19  -0.5354
C -27.69 34.28 12.87  0.0463
O -28.21 35.60 12.90  -0.5316
H -24.63 33.52 13.29  0.2920
H -25.86 35.05 14.02  0.3872
H -25.69 34.89 12.32  0.2962
H -28.21 33.61 13.60  0.2939
H -27.77 33.82 11.87  -0.0277
H -29.05 35.50 12.65  0.2900

The net charge is 0. The calculation puts the max |F| at 16.85 eV Å⁻¹. The energy above the lowest of the compared OMol25 structures with the same formula, charge and spin comes out at 9.637 eV. The value obtained for the total energy is -47183.9260 eV. Its LUMO energy is 0.01008 hartree.